{
  "formula": "C8H11F4N2O2",
  "method": "ωB97M-V with the def2-TZVPD basis set",
  "symbols": ["C", "C", "C", "F", "N", "C", "C", "O", "O", "C", "F", "F", "F", "H", "H", "H", "H", "H", "H", "H", "H", "C", "C", "N", "H", "H", "H"],
  "positions_angstrom": [[3.22571, 0.49324, 1.46580], [2.77868, -0.69294, 0.53569], [1.36087, -1.25159, 0.86119], [1.06432, -1.26507, 2.23317], [0.38653, -0.56790, 0.04195], [-0.22609, 0.59004, 0.67069], [-0.44034, 1.77707, -0.37038], [-0.64240, 2.88485, 0.14163], [-0.36728, 1.63396, -1.61638], [-1.55439, 0.28161, 1.42201], [-1.35819, 0.46369, 2.76724], [-1.99103, -0.98911, 1.29010], [-2.58332, 1.07927, 1.10393], [2.96236, 1.43658, 0.95513], [4.30588, 0.39790, 1.66738], [2.69539, 0.49627, 2.43433], [3.54691, -1.48700, 0.47423], [2.70756, -0.26937, -0.48267], [1.35695, -2.30901, 0.51998], [-0.29677, -1.19988, -0.36118], [0.47908, 0.99909, 1.41019], [-3.16874, -0.01161, -2.96531], [-2.37269, -1.20761, -2.64331], [-1.76478, -2.14546, -2.41085], [-2.99945, 0.76550, -2.21978], [-2.87771, 0.36908, -3.94242], [-4.22706, -0.27159, -2.98235]],
  "forces_ev_per_a": [[-0.3, -0.5, -0.3], [0.0, 0.9, 0.6], [0.4, -0.8, -2.1], [0.2, 0.1, -0.3], [-0.3, -0.4, 1.3], [0.0, 0.5, -1.3], [-0.1, 1.3, -1.4], [-0.1, 0.3, 1.6], [0.0, -1.8, 0.5], [0.7, 0.6, 0.9], [-0.2, -0.1, -0.3], [0.1, 0.1, -0.3], [0.0, -0.3, -0.2], [0.4, -0.3, 0.4], [-0.4, 0.4, -0.1], [0.3, -0.2, -0.4], [-0.5, 0.2, 0.4], [-0.1, -0.5, 0.4], [-0.1, 0.5, 0.4], [0.1, 0.1, 0.1], [-0.5, -0.1, -0.2], [0.1, -0.2, 0.2], [-0.6, 1.1, -0.3], [0.4, -0.7, 0.2], [0.2, 0.0, 0.0], [0.1, 0.0, 0.1], [0.0, 0.0, 0.0]],
  "mulliken_charge": [-1.0399, -0.5244, 0.0505, -0.3628, -0.0643, 0.1155, 0.1719, -0.7502, -0.7454, 0.8496, -0.3282, -0.3284, -0.2829, 0.2961, 0.3123, 0.2473, 0.4393, 0.2724, 0.3475, 0.1510, 0.1615, -0.6751, 0.4221, -0.4889, 0.1951, 0.2507, 0.3078],
  "molar_mass_g_mol": 243.2,
  "charge": -1,
  "total_energy_ev": -26421.4285,
  "e_lumo_ev": 3.409,
  "homo_energy_ev": -4.295,
  "homo_lumo_gap_ev": 7.70
}

***

{
  "formula": "C8H11N2",
  "method": "ωB97M-V with the def2-TZVPD basis set",
  "symbols": ["N", "C", "C", "C", "C", "N", "C", "C", "C", "C", "H", "H", "H", "H", "H", "H", "H", "H", "H", "H", "H"],
  "positions_angstrom": [[0.18682, 2.61584, 2.53478], [1.47315, 2.24770, 1.97162], [0.73858, 1.83641, 0.75134], [0.38637, 0.53692, 0.44247], [-0.24948, 0.19170, -0.74316], [-0.49510, -1.04137, -1.16789], [-1.04513, -1.34315, -2.41470], [-1.16655, -2.68064, -2.52499], [-0.67710, -3.25697, -1.29759], [-0.27739, -2.24384, -0.49990], [-0.21223, 2.00686, 3.23213], [-0.03145, 3.59408, 2.63999], [1.97238, 1.44165, 2.50837], [2.14680, 3.09239, 1.84163], [0.43791, 2.63445, 0.08766], [0.69337, -0.24552, 1.12094], [-0.52987, 0.98255, -1.43104], [-1.29412, -0.56532, -3.10904], [-1.55395, -3.22727, -3.36061], [-0.64083, -4.30331, -1.06852], [0.13782, -2.27316, 0.48652]],
  "forces_ev_per_a": [[-0.2, 0.2, 0.3], [-0.2, -0.1, -0.2], [0.1, -0.3, -0.4], [0.1, -0.4, 0.1], [0.3, 0.6, 0.3], [0.0, 0.3, 0.1], [-0.4, -0.3, -0.8], [0.1, 0.3, 0.2], [0.1, 0.4, 0.1], [0.1, -0.8, 0.3], [0.0, 0.1, 0.0], [0.1, 0.0, 0.1], [-0.1, 0.1, -0.1], [-0.1, -0.1, 0.0], [0.0, 0.1, -0.1], [0.1, -0.1, 0.0], [-0.1, -0.1, -0.1], [0.0, 0.2, -0.1], [-0.1, 0.0, -0.2], [0.0, -0.2, 0.1], [0.1, 0.1, 0.1]],
  "mulliken_charge": [-0.3773, -0.5705, -0.1331, -0.5069, 0.5308, 0.1663, -0.3823, -0.4894, -0.5613, -0.1593, 0.2313, 0.2124, 0.3459, 0.3384, 0.3201, 0.1845, 0.3047, 0.3181, 0.4551, 0.4462, 0.3263],
  "molar_mass_g_mol": 135.2,
  "charge": 1,
  "total_energy_ev": -11446.3136,
  "e_lumo_ev": -4.902,
  "smiles": "NC/C=C/C=[N+]1C=CC=C1",
  "homo_energy_ev": -12.676,
  "homo_lumo_gap_ev": 7.77,
  "de_lowest_ev": 1.515
}

***

{
  "formula": "C8H11N2",
  "method": "ωB97M-V with the def2-TZVPD basis set",
  "symbols": ["C", "C", "C", "C", "C", "C", "N", "C", "N", "C", "H", "H", "H", "H", "H", "H", "H", "H", "H", "H", "H"],
  "positions_angstrom": [[1.00394, -1.70970, 0.89822], [0.18818, -0.67928, 0.73803], [-1.19196, -0.48950, 1.09898], [-1.86535, -0.94887, 2.31286], [-2.01459, 0.30457, 0.32478], [-1.56400, 1.17151, -0.69325], [-0.31637, 1.32575, -1.05827], [0.61550, 0.53882, -0.61789], [1.83542, 0.41789, -1.14458], [2.29985, 1.14676, -2.37232], [2.03862, -1.59331, 0.56455], [0.64200, -2.71095, 1.45604], [-2.78077, -1.40584, 2.09579], [-1.96372, 0.01300, 2.91345], [-1.31156, -1.67018, 2.88575], [-3.01492, 0.50729, 0.68118], [-2.29162, 1.93793, -0.99295], [2.59045, -0.11979, -0.81748], [2.66305, 0.36792, -3.05229], [2.95047, 1.92890, -2.24536], [1.48739, 1.66708, -2.97524]],
  "forces_ev_per_a": [[-0.5, -1.7, 1.6], [0.2, 2.3, -3.1], [-0.8, 0.8, -1.5], [1.7, 1.1, 1.9], [0.6, -0.1, -0.1], [-0.1, 0.4, 1.2], [0.2, 0.6, -1.1], [1.4, -3.5, 2.9], [-1.9, 2.6, -1.5], [-3.4, -1.6, -2.0], [-0.4, -0.7, 0.1], [1.1, 2.5, -1.3], [-1.6, -0.2, -0.3], [-0.3, -1.4, -0.3], [0.5, -0.1, 0.4], [-0.1, -0.3, -0.1], [0.5, -0.3, -0.4], [0.3, -1.0, 1.2], [0.4, 0.3, 0.2], [2.1, 1.4, 1.1], [0.4, -1.1, 1.3]],
  "mulliken_charge": [-0.6844, 0.1931, 1.0160, -1.4577, -0.5746, -0.2073, -0.5299, 0.6592, -0.1298, -0.8848, 0.2361, 0.2466, 0.4078, 0.3299, 0.4165, 0.3761, 0.3899, 0.1925, 0.3462, 0.3448, 0.3138],
  "molar_mass_g_mol": 135.2,
  "charge": 1,
  "total_energy_ev": -11444.9502,
  "e_lumo_ev": -5.604,
  "smiles": "C=C1C(C)=CC=N/C1=[NH+]\\C",
  "homo_energy_ev": -13.410,
  "homo_lumo_gap_ev": 7.81,
  "de_lowest_ev": 2.878
}

***

{
  "formula": "C8H11N2O2",
  "method": "ωB97M-V with the def2-TZVPD basis set",
  "symbols": ["C", "C", "C", "C", "N", "N", "C", "O", "C", "C", "C", "O", "H", "H", "H", "H", "H", "H", "H", "H", "H", "H", "H"],
  "positions_angstrom": [[3.67138, -0.33645, -0.15466], [2.11875, -0.43542, -0.26561], [1.36882, 0.45117, 0.71590], [0.86455, 1.74005, 0.17759], [0.00064, 0.81223, 0.25126], [-1.25421, 0.32646, 0.04752], [-2.44517, 0.99105, -0.14487], [-2.39342, 2.35402, -0.05060], [-3.40192, 0.06410, -0.34266], [-2.78463, -1.24194, -0.23071], [-1.50313, -1.06028, 0.05968], [-0.42034, -1.88790, 0.26896], [4.08565, -0.53449, -1.04750], [4.01076, -1.12184, 0.59307], [4.03633, 0.68712, 0.25599], [1.67213, -1.48863, -0.16486], [1.69578, -0.10229, -1.24236], [1.59657, 0.32460, 1.69376], [1.02396, 2.82884, 0.04883], [-3.34931, 2.42129, 0.09502], [-4.44120, 0.07770, -0.71352], [-3.29873, -2.15819, -0.41738], [-0.85326, -2.71120, 0.56715]],
  "forces_ev_per_a": [[-1.6, 0.8, 4.9], [-1.0, -0.7, -0.4], [0.6, -0.4, -4.0], [-0.8, 0.3, 0.8], [-0.8, 0.7, 0.1], [2.2, -0.7, 0.8], [0.4, 0.9, -0.4], [-1.2, -1.5, -0.1], [-0.9, -0.7, -0.7], [-0.4, 0.3, 0.0], [1.7, -0.3, -0.2], [-1.7, 0.1, 0.2], [1.6, -0.6, -3.1], [-0.2, 1.0, -0.9], [-0.7, -1.6, -0.9], [1.2, 1.4, 0.0], [0.8, -0.3, 0.2], [0.0, -0.2, 3.3], [-0.5, -0.9, -0.2], [0.0, 1.7, 0.1], [0.7, 0.8, 0.6], [-0.1, -0.4, 0.1], [0.7, 0.1, -0.1]],
  "mulliken_charge": [-1.1986, -0.2321, -0.3663, -0.0211, -0.1762, 0.3272, 0.8385, -0.4950, -0.8103, -0.4555, 0.0421, -0.4319, 0.3835, 0.3319, 0.3229, 0.2717, 0.2953, 0.4294, 0.3904, 0.3676, 0.3739, 0.4538, 0.3588],
  "molar_mass_g_mol": 167.2,
  "charge": 1,
  "total_energy_ev": -15537.5184,
  "e_lumo_ev": -4.621,
  "smiles": "CC[C@H]1C=[N+]1n1c(O)ccc1O",
  "homo_energy_ev": -11.961,
  "homo_lumo_gap_ev": 7.34,
  "de_lowest_ev": 6.233
}

***

{
  "formula": "C8H11N2O3",
  "method": "ωB97M-V with the def2-TZVPD basis set",
  "symbols": ["C", "C", "C", "O", "C", "C", "C", "C", "N", "N", "C", "O", "O", "H", "H", "H", "H", "H", "H", "H", "H", "H", "H", "H"],
  "positions_angstrom": [[0.44315, -0.54013, 1.91552], [0.97236, 0.10318, 0.60114], [2.55524, 0.19903, 0.59750], [0.57261, 1.51811, 0.58753], [-0.72921, 1.51221, 0.24945], [-0.89816, 0.35193, -0.66898], [-1.16994, 0.85061, -2.11022], [-2.21994, -0.31443, -0.38187], [-3.33224, -0.65660, -0.19848], [0.28458, -0.45203, -0.51821], [0.02494, -1.92302, -0.61951], [0.89290, -2.65144, -0.23467], [-1.03329, -2.19145, -1.14739], [-0.55366, -0.33322, 2.05935], [1.07168, -0.34443, 2.81785], [0.65470, -1.62900, 1.88317], [2.88432, 0.11525, -0.47318], [2.95341, -0.77949, 1.09300], [2.79868, 1.04137, 1.28484], [-0.99921, 2.39950, -0.22063], [-1.37914, 1.29436, 1.12219], [-1.88358, 1.60717, -2.23068], [-1.63443, -0.04149, -2.53265], [-0.27577, 0.86400, -2.87505]],
  "forces_ev_per_a": [[4.0, -1.3, 0.2], [1.6, 0.8, 2.3], [-1.1, -2.9, 0.4], [2.5, -0.6, 0.5], [-1.7, -1.2, 1.7], [-1.5, 0.2, -2.1], [2.3, -3.3, -2.5], [-2.6, -1.2, 0.8], [2.8, 1.3, -0.3], [-0.5, -0.1, -0.5], [0.0, 1.5, -0.6], [2.9, -1.5, 1.4], [-2.1, -0.2, -1.2], [-2.3, 0.3, 0.5], [-0.6, 0.9, -0.5], [-0.7, 0.4, -0.6], [0.0, 0.9, 1.1], [-0.7, 1.6, -0.8], [0.2, -0.4, -1.2], [-0.6, 1.7, -0.6], [0.1, 0.7, -0.1], [-0.7, 1.5, 0.1], [-0.4, 0.0, -0.4], [-1.2, 0.8, 2.0]],
  "mulliken_charge": [-1.5086, 1.1229, -1.5179, -0.4892, -1.0651, 1.7921, -1.7449, 0.0562, -0.7874, -0.0780, 0.4757, -0.6928, -0.6480, 0.3729, 0.3834, 0.3533, 0.3934, 0.2654, 0.3286, 0.4347, 0.4035, 0.4253, 0.4290, 0.2953],
  "molar_mass_g_mol": 183.2,
  "charge": -1,
  "total_energy_ev": -17597.2962,
  "e_lumo_ev": 3.464,
  "smiles": "CC1(C)OC[C@](C)(C#N)N1C(=O)[O-]",
  "homo_energy_ev": -4.935,
  "homo_lumo_gap_ev": 8.40,
  "de_lowest_ev": 2.624
}